Entry from OMol25: the molecule C3H6N4O2 in a non-equilibrium geometry (the ωB97M-V functional and the def2-TZVPD basis).

Energy above the lowest of the compared OMol25 structures with the same formula, charge and spin ... 0.00 kcal/mol
LUMO (spin up / spin down) ... 0.0293 / -0.1365 hartree
Spin multiplicity ... 3
Gap between HOMO and LUMO (spin up / spin down) ... 7.4 / 5.1 eV

Geometry as XYZ:
```
15
Properties=species:S:1:pos:R:3:forces:R:3:mulliken_charge:R:1
C -0.02561 0.22015 0.70697 0.19 1.33 1.62 0.79
C -1.06458 -1.43841 -0.41698 -1.01 1.12 0.00 0.70
C -1.62876 -0.06603 -0.83586 -2.47 -3.32 -2.79 -0.48
N -1.11905 0.81444 -0.10179 1.76 0.83 2.92 -0.31
N 1.15055 0.56964 0.09063 3.01 0.65 -2.33 -0.32
N -0.04909 0.66370 2.09236 2.20 1.31 0.52 -0.74
N 1.17708 0.04946 -1.27676 1.01 0.85 -1.73 -0.55
O -0.21464 -1.21794 0.66145 -1.53 0.17 -1.13 -0.40
O -1.34235 -2.50645 -0.90888 0.46 0.43 0.46 -0.49
H -2.40814 0.09759 -1.62440 1.00 -0.57 0.88 0.34
H 2.10934 0.28674 0.41887 -1.98 0.08 0.60 0.29
H 0.46673 1.65470 2.17536 -1.62 -2.85 -0.55 0.34
H 0.60217 0.01202 2.58838 -0.87 0.63 -0.29 0.30
H 0.33137 0.34243 -1.84030 1.34 0.01 1.17 0.26
H 2.01498 0.51796 -1.72905 -1.49 -0.68 0.65 0.30
```
Forces are in eV/Å.